1.
Density functional theory data (ωB97M-V/def2-TZVPD) for a structure of composition C39H51CoNO2P.

Last column: Mulliken spin population.
Element x y z (Å)
Co: 0.831 0.474 0.484  2.641
C: 2.343 4.117 -2.487  0.002
C: 1.472 3.114 -3.238  -0.006
C: 0.682 3.803 -4.358  0.003
C: 0.513 2.356 -2.348  0.035
C: -0.016 1.137 -2.771  0.016
C: -0.900 0.390 -2.019  -0.013
C: -1.607 -0.738 -2.777  0.002
C: -2.841 -0.163 -3.507  0.002
C: -0.762 -1.382 -3.893  0.001
C: -1.208 0.815 -0.670  0.028
C: -0.877 2.171 -0.348  0.027
C: 0.013 2.873 -1.176  -0.019
C: -1.466 3.084 0.736  -0.002
C: -0.354 3.557 1.683  0.021
C: -2.792 2.692 1.385  0.000
C: -2.121 -0.078 0.185  0.024
C: -3.436 -0.164 -0.275  0.013
C: -4.377 -1.023 0.258  0.001
C: -4.016 -1.865 1.296  0.001
C: -2.743 -1.756 1.821  0.003
C: -1.786 -0.857 1.329  -0.012
P: -0.214 -0.708 2.297  -0.020
C: -0.606 -0.039 4.034  0.017
C: -1.809 -0.728 4.694  0.000
C: -0.915 1.458 4.039  0.003
C: 0.657 -0.177 4.903  0.011
C: 0.548 -2.425 2.568  0.009
C: 0.442 -3.219 1.270  0.004
C: 2.053 -2.218 2.829  0.008
C: -0.043 -3.311 3.673  0.001
H: 3.096 4.525 -3.161  0.000
H: 2.860 3.666 -1.638  -0.001
H: 1.751 4.961 -2.125  0.000
H: 2.126 2.366 -3.699  0.000
H: 0.011 4.555 -3.937  0.000
H: 0.079 3.091 -4.924  -0.001
H: 1.360 4.303 -5.050  0.000
H: 0.257 0.784 -3.758  0.000
H: -1.944 -1.505 -2.076  0.001
H: -2.525 0.654 -4.160  0.000
H: -3.624 0.215 -2.861  0.000
H: -3.281 -0.939 -4.135  0.000
H: -0.846 -0.800 -4.813  0.000
H: -1.146 -2.379 -4.113  0.000
H: 0.294 -1.473 -3.657  0.000
H: 0.294 3.874 -0.876  0.002
H: -1.728 3.970 0.149  0.000
H: 0.267 2.737 2.038  -0.001
H: -0.765 4.080 2.547  0.001
H: 0.321 4.240 1.168  0.001
H: -2.789 1.758 1.933  0.000
H: -3.569 2.609 0.624  -0.001
H: -3.091 3.485 2.073  0.000
H: -3.734 0.500 -1.069  0.004
H: -5.382 -1.038 -0.143  0.000
H: -4.719 -2.575 1.711  0.000
H: -2.479 -2.387 2.657  0.000
H: -2.742 -0.396 4.238  0.001
H: -1.830 -0.414 5.741  0.000
H: -1.787 -1.812 4.683  0.000
H: -1.674 1.749 3.325  -0.002
H: -0.018 2.051 3.876  -0.001
H: -1.290 1.706 5.035  0.000
H: 0.888 -1.192 5.206  0.001
H: 0.488 0.402 5.814  0.001
H: 1.532 0.251 4.408  -0.003
H: 1.100 -2.802 0.519  0.011
H: -0.573 -3.276 0.873  0.001
H: 0.786 -4.239 1.461  0.000
H: 2.505 -1.533 2.107  -0.001
H: 2.550 -3.185 2.718  0.001
H: 2.274 -1.851 3.828  0.000
H: -1.054 -3.644 3.436  0.000
H: -0.045 -2.873 4.664  0.000
H: 0.579 -4.209 3.721  0.000
O: 4.247 2.243 -0.145  0.016
C: 3.295 1.506 -0.030  -0.007
O: 2.260 1.695 0.731  0.111
C: 3.259 0.223 -0.858  0.054
C: 4.400 -0.132 -1.600  -0.001
C: 4.376 -1.286 -2.321  0.000
C: 3.207 -2.082 -2.331  -0.008
C: 3.125 -3.300 -3.049  0.001
C: 1.983 -4.046 -3.018  -0.001
C: 0.860 -3.588 -2.295  0.003
C: 0.905 -2.405 -1.619  0.027
C: 2.090 -1.641 -1.592  -0.006
N: 2.149 -0.493 -0.841  -0.005
H: 5.256 0.525 -1.554  0.001
H: 5.241 -1.609 -2.888  0.000
H: 3.989 -3.630 -3.612  0.000
H: 1.929 -4.982 -3.557  0.000
H: -0.053 -4.171 -2.299  0.000
H: 0.034 -2.031 -1.097  -0.001

Its charge is +1. As for the multiplicity: 4. The HOMO-LUMO gap (alpha / beta) is 8.64 / 8.46 eV. Its expectation value of S² is 3.76. The relative energy (zero: lowest compared OMol25 entry of this formula, charge and spin) is 11.95 kcal per mole. The HOMO energy (alpha / beta) is -11.705 / -11.719 eV.

2.
Density functional theory data (ωB97M-V/def2-TZVPD) for a cluster of 2 separate species, C3H12NOS in total at a distorted geometry.

Last column: Löwdin charge in e.
Element x y z (Å)
C: -0.202 0.540 1.743  -0.100
C: 0.061 0.595 0.200  -0.285
C: 0.641 -0.687 -0.443  -0.640
S: 0.558 -0.617 -2.251  0.725
N: 1.220 0.806 2.285  0.148
H: -0.887 1.371 1.806  0.132
H: -0.549 -0.314 2.110  0.079
H: 0.855 1.479 -0.110  0.157
H: -0.986 0.756 -0.142  0.076
H: 0.034 -1.564 -0.335  0.044
H: 1.673 -0.842 -0.025  0.083
H: 1.282 0.612 -1.988  -0.064
H: 1.392 1.353 3.275  0.243
H: 1.905 -0.048 2.367  0.220
H: 1.637 1.539 1.824  0.086
H: -2.965 -0.157 -0.605  0.086
H: -3.352 -0.561 0.666  0.039
O: -2.564 -0.260 0.273  -0.030

Its charge is +1. As for the multiplicity: 1. The HOMO-LUMO gap is 8.38 eV. The relative energy (zero: lowest compared OMol25 entry of this formula, charge and spin) is 66.11 kcal per mole. The HOMO energy is -12.292 eV.

3.
Density functional theory data (ωB97M-V/def2-TZVPD) for a structure of composition C4H2ClFS at a distorted geometry.

Last column: Löwdin charge in e.
Element x y z (Å)
C: -0.337 0.868 -0.024  -0.340
C: -0.679 -0.488 -0.042  -0.436
C: -1.156 1.920 0.338  -0.377
C: -3.501 -0.552 -0.599  -0.525
F: -4.602 -0.774 0.096  -0.093
S: -2.124 -1.366 0.211  0.903
Cl: -2.816 1.586 -0.018  0.724
H: 0.722 1.080 -0.034  0.086
H: 0.145 -1.187 0.050  0.060

Its charge is 0. As for the multiplicity: 1. The HOMO-LUMO gap is 7.16 eV. The relative energy (zero: lowest compared OMol25 entry of this formula, charge and spin) is 148.86 kcal per mole. The HOMO energy is -8.707 eV.

4.
Density functional theory data (ωB97M-V/def2-TZVPD) for a structure of composition C20H44BrGaNO at a distorted geometry.

Last column: Löwdin charge in e.
Element x y z (Å)
C: 2.932 -2.172 2.468  -0.147
C: 1.750 -1.301 2.816  -0.288
Ga: -0.230 -1.949 2.830  -0.035
Br: -0.801 -2.809 5.047  -0.046
C: -0.449 -3.418 1.355  -0.335
C: 0.135 -2.924 -0.130  -0.279
C: -0.244 -1.332 -0.287  -0.224
C: -0.171 -0.795 -1.869  -0.212
N: 0.980 0.160 -2.102  -0.051
C: 2.323 -0.534 -2.147  -0.302
C: 3.301 -0.236 -3.470  -0.041
O: 2.840 -1.338 -1.214  -0.044
H: 3.708 -2.447 3.332  0.038
H: 3.114 -2.604 1.371  0.042
H: 1.986 -0.187 3.105  0.014
H: -1.214 -0.714 2.434  -0.076
H: 0.147 -4.375 1.737  0.049
H: -1.603 -3.666 1.226  0.042
H: 1.289 -3.141 -0.119  0.081
H: -0.335 -3.578 -1.006  0.097
H: -1.317 -1.172 0.158  0.066
H: 0.568 -0.668 0.284  0.100
H: -1.166 -0.149 -2.004  0.111
H: -0.252 -1.670 -2.643  0.120
H: 0.993 0.891 -1.344  0.108
H: 3.877 -1.212 -3.793  0.089
H: 4.047 0.636 -3.173  0.069
H: 2.565 0.147 -4.309  0.079
C: -5.496 -0.618 1.579  -0.112
C: -5.036 -1.519 0.442  -0.265
C: -4.501 -0.744 -0.764  -0.232
C: -5.515 0.170 -1.461  -0.230
C: -6.783 -0.522 -1.967  -0.279
C: -6.510 -1.575 -3.030  -0.120
H: -6.332 0.020 1.277  0.060
H: -5.833 -1.225 2.427  0.072
H: -4.679 0.022 1.924  0.078
H: -5.857 -2.179 0.143  0.097
H: -4.239 -2.172 0.818  0.104
H: -4.100 -1.461 -1.490  0.101
H: -3.649 -0.131 -0.443  0.103
H: -5.015 0.658 -2.307  0.107
H: -5.805 0.978 -0.778  0.100
H: -7.446 0.240 -2.396  0.101
H: -7.333 -0.973 -1.134  0.098
H: -5.996 -1.136 -3.891  0.073
H: -7.452 -2.006 -3.382  0.066
H: -5.897 -2.392 -2.640  0.067
C: 4.738 3.027 3.321  -0.114
C: 4.593 3.956 2.124  -0.279
C: 3.355 3.659 1.275  -0.226
C: 3.324 2.273 0.621  -0.214
C: 4.512 1.950 -0.289  -0.262
C: 4.619 2.876 -1.490  -0.126
H: 4.867 1.986 3.012  0.070
H: 5.617 3.309 3.911  0.067
H: 3.860 3.090 3.971  0.077
H: 5.500 3.909 1.512  0.096
H: 4.524 4.987 2.491  0.101
H: 3.270 4.429 0.500  0.098
H: 2.461 3.763 1.903  0.111
H: 2.398 2.188 0.038  0.097
H: 3.259 1.504 1.400  0.099
H: 4.400 0.921 -0.652  0.088
H: 5.448 1.974 0.279  0.103
H: 3.708 2.836 -2.096  0.069
H: 5.459 2.574 -2.124  0.067
H: 4.789 3.913 -1.187  0.064

Its charge is -1. As for the multiplicity: 1. The HOMO-LUMO gap is 6.28 eV. The HOMO energy is -3.663 eV.

5.
Density functional theory data (ωB97M-V/def2-TZVPD) for a structure of composition C23H25BrFN6O2PrS at a distorted geometry.

Last column: Mulliken spin population.
Element x y z (Å)
Pr: -0.523 0.331 1.166  2.008
S: -3.035 -1.088 0.663  -0.005
C: -2.703 -0.693 -1.032  0.002
N: -3.401 0.016 -1.846  0.000
N: -2.585 0.293 -3.020  0.000
C: -1.661 1.348 -2.914  -0.001
C: -1.452 1.974 -1.696  0.002
C: -0.532 3.018 -1.641  -0.001
C: 0.218 3.377 -2.712  0.000
C: 0.039 2.643 -3.880  0.000
C: -0.879 1.718 -4.015  0.000
N: -1.309 -1.165 -1.303  -0.001
N: -1.117 -2.129 -2.113  0.002
C: 0.241 -2.381 -2.359  0.000
C: 1.157 -2.497 -1.378  0.001
C: 2.512 -2.637 -1.645  0.000
C: 2.946 -2.549 -2.944  0.000
C: 2.022 -2.542 -3.917  0.000
C: 0.640 -2.535 -3.686  0.000
H: -3.297 0.447 -3.685  0.000
H: -2.136 1.709 -0.935  -0.001
H: -0.351 3.360 -0.641  0.001
H: 0.931 4.267 -2.753  0.000
H: 0.710 2.860 -4.709  0.000
H: -0.987 1.179 -4.924  0.000
H: 0.827 -2.464 -0.316  -0.001
H: 3.126 -2.658 -0.743  0.000
H: 3.988 -2.606 -3.173  0.000
H: 2.244 -2.354 -4.921  0.000
H: -0.046 -2.511 -4.550  0.000
O: -4.084 -2.698 5.900  0.000
C: -3.226 -2.060 5.100  0.000
C: -2.168 -2.723 4.503  0.000
C: -1.297 -2.026 3.701  0.001
N: -1.344 -0.703 3.613  0.002
C: -2.303 -0.027 4.250  0.000
Br: -2.271 1.813 3.761  0.000
C: -3.326 -0.646 4.965  0.000
H: -3.709 -3.612 6.125  0.000
H: -2.165 -3.809 4.615  0.000
H: -0.499 -2.544 3.123  -0.001
H: -4.148 -0.194 5.550  0.000
C: 2.037 0.932 -1.679  0.005
C: 2.600 0.968 -0.236  0.000
O: 1.674 1.589 0.643  0.000
C: 2.424 2.025 1.795  0.000
C: 1.489 2.479 2.921  0.001
H: 2.678 0.251 -2.218  0.000
H: 2.182 1.930 -2.127  0.000
H: 0.973 0.627 -1.815  -0.004
H: 3.489 1.610 -0.332  0.000
H: 2.810 -0.011 0.207  -0.002
H: 3.041 2.939 1.538  0.000
H: 3.006 1.127 2.185  0.000
H: 0.746 3.191 2.645  0.000
H: 2.085 2.989 3.676  0.000
H: 1.024 1.571 3.404  -0.002
N: 2.125 -1.901 2.570  0.000
C: 1.407 -1.155 2.055  -0.002
F: -0.839 2.338 1.183  -0.006

Its charge is 0. As for the multiplicity: 3. The HOMO-LUMO gap (alpha / beta) is 7.73 / 7.72 eV. Its expectation value of S² is 2.00. The HOMO energy (alpha / beta) is -7.931 / -7.931 eV.